(1)
The following is a quantum chemistry calculation of 8 unconnected molecules or ions with the total composition C42H107N7O15 at a distorted geometry, from OMol25.

## Properties
2S+1: 2
Gap between HOMO and LUMO (alpha / beta): 7.097 / 2.102 eV
Highest occupied orbital energy (alpha / beta): -9.70 / -9.70 eV
⟨S²⟩: 0.754
Total charge: +1

Geometry as XYZ:
```
171
C42H107N7O15 (wB97M-V/def2-TZVPD)
C -3.611 12.156 -5.122
O -2.765 10.998 -5.211
C -3.211 10.152 -6.384
C -2.088 9.224 -6.752
N -2.088 7.959 -5.999
C -0.978 7.034 -6.368
C -1.055 6.175 -7.744
O -2.174 5.328 -7.782
C -1.922 4.079 -7.259
H -3.226 12.759 -4.300
H -4.617 11.823 -4.867
H -3.595 12.705 -6.063
H -3.466 10.767 -7.247
H -3.994 9.404 -6.263
H -1.146 9.750 -6.591
H -2.169 8.977 -7.810
H -2.911 7.411 -6.207
H -0.823 6.346 -5.537
H -0.035 7.582 -6.361
H -0.115 5.799 -8.146
H -1.284 6.972 -8.452
H -1.381 3.509 -8.014
H -2.827 3.494 -7.097
H -1.417 4.192 -6.300
C 2.190 2.021 4.556
O 3.383 1.498 3.879
C 3.864 0.318 4.439
C 5.334 -0.027 4.113
N 6.112 0.902 5.056
C 7.572 0.632 4.885
C 8.410 1.471 5.838
O 7.944 1.175 7.105
C 7.876 2.216 8.056
H 1.394 1.294 4.720
H 1.714 2.751 3.902
H 2.553 2.514 5.458
H 3.382 -0.524 3.942
H 3.625 0.303 5.502
H 5.637 -0.054 3.066
H 5.467 -1.058 4.440
H 5.852 0.503 5.947
H 7.790 0.820 3.834
H 7.665 -0.439 5.066
H 8.151 2.499 5.582
H 9.453 1.253 5.607
H 8.806 2.785 8.046
H 7.664 1.747 9.017
H 7.127 2.952 7.765
C -1.011 4.096 -2.256
O -0.357 2.836 -2.179
C -0.284 2.252 -0.918
C -0.685 0.764 -0.946
N 0.393 -0.188 -0.978
C 1.281 -0.401 0.202
C 0.646 -0.507 1.655
O 1.539 -1.082 2.670
C 1.893 -2.402 2.481
H -0.591 4.740 -1.483
H -2.068 4.000 -2.007
H -0.746 4.523 -3.223
H -0.893 2.853 -0.243
H 0.706 2.331 -0.469
H -1.141 0.578 -1.918
H -1.412 0.541 -0.165
H -0.045 -1.036 -1.311
H 2.091 0.324 0.274
H 1.964 -1.249 0.141
H -0.317 -1.004 1.541
H 0.429 0.526 1.930
H 2.756 -2.440 1.816
H 1.233 -3.091 1.954
H 2.157 -2.820 3.452
C 8.235 -4.999 11.551
O 7.013 -5.448 10.839
C 6.800 -4.753 9.576
C 5.308 -4.883 9.138
N 4.902 -4.181 7.941
C 5.373 -4.728 6.669
C 4.697 -3.948 5.502
O 5.099 -4.302 4.137
C 4.426 -5.418 3.595
H 9.087 -5.062 10.874
H 8.440 -5.478 12.508
H 8.144 -3.921 11.685
H 7.433 -5.118 8.767
H 7.108 -3.709 9.510
H 4.840 -4.575 10.073
H 5.046 -5.939 9.069
H 5.239 -3.233 8.028
H 5.075 -5.776 6.629
H 6.459 -4.654 6.617
H 4.959 -2.892 5.562
H 3.611 -4.035 5.539
H 4.776 -5.447 2.563
H 3.379 -5.177 3.412
H 4.511 -6.297 4.234
C -2.943 -0.320 4.350
O -3.670 0.015 3.226
C -5.037 0.204 3.596
C -6.040 0.495 2.479
N -5.833 -0.584 1.520
C -6.563 -0.538 0.236
C -6.294 0.716 -0.697
O -4.963 0.638 -1.207
C -4.222 1.906 -1.329
H -3.021 0.429 5.138
H -1.857 -0.337 4.257
H -3.160 -1.172 4.995
H -5.077 1.023 4.315
H -5.370 -0.598 4.256
H -5.761 1.470 2.079
H -7.082 0.614 2.778
H -4.836 -0.671 1.382
H -7.642 -0.631 0.357
H -6.242 -1.405 -0.342
H -6.544 1.435 0.083
H -6.837 0.709 -1.642
H -4.761 2.697 -1.850
H -3.333 1.715 -1.930
H -3.807 2.165 -0.355
C -0.680 -6.430 -1.198
O -0.169 -5.112 -1.414
C 0.305 -5.031 -2.770
C 0.517 -3.541 -3.137
N 1.497 -2.908 -2.235
C 2.802 -3.620 -2.236
C 3.900 -2.898 -1.366
O 5.172 -3.466 -1.725
C 5.357 -4.658 -0.977
H -1.571 -6.614 -1.797
H -1.152 -6.520 -0.220
H 0.083 -7.184 -1.392
H -0.510 -5.425 -3.377
H 1.156 -5.685 -2.958
H -0.410 -2.969 -3.089
H 0.955 -3.457 -4.132
H 1.104 -3.141 -1.334
H 3.341 -3.774 -3.171
H 2.628 -4.630 -1.867
H 3.604 -2.865 -0.318
H 3.924 -1.867 -1.720
H 4.583 -5.410 -1.129
H 5.488 -4.616 0.104
H 6.269 -5.132 -1.342
C -2.665 -0.183 -5.211
O -3.937 -0.889 -5.252
C -5.017 0.038 -5.065
C -6.350 -0.640 -4.557
N -6.975 -1.225 -5.752
C -8.202 -1.917 -5.376
C -8.925 -2.692 -6.503
O -9.452 -1.747 -7.342
C -10.722 -1.203 -7.011
H -1.963 -0.957 -5.521
H -2.344 0.204 -4.244
H -2.682 0.626 -5.941
H -5.168 0.504 -6.039
H -4.770 0.845 -4.374
H -7.013 0.025 -4.005
H -6.037 -1.390 -3.829
H -7.017 -0.618 -6.558
H -8.902 -1.110 -5.157
H -8.125 -2.601 -4.531
H -9.693 -3.332 -6.069
H -8.265 -3.374 -7.040
H -10.828 -0.712 -6.044
H -11.541 -1.884 -7.242
H -11.057 -0.466 -7.740
O 2.434 -0.168 -3.836
H 2.142 0.515 -3.233
H 2.216 -0.988 -3.393
```

These are the Löwdin partial charges, in e, on atoms 1 to 2:
1 C -0.12
2 O -0.19

(2)
The following is a quantum chemistry calculation of 12 unconnected molecules or ions with the total composition C42H107NO12 at a distorted geometry, from OMol25.

## Properties
Gap between HOMO and LUMO: 9.027 eV
Highest occupied orbital energy: -8.69 eV
SMILES: CC1(C)CCCC(C)(C)N1O.CC(C)O.CC(C)O.CC(C)O.CC(C)O.CC(C)O.CC(C)O.CC(C)O.CC(C)O.CC(C)O.CC(C)O.CC(C)O

Geometry as XYZ:
```
162
C42H107NO12 (wB97M-V/def2-TZVPD)
C 8.457 -17.554 -3.526
C 7.711 -18.098 -4.744
C 8.756 -18.412 -5.820
C 7.011 -19.402 -4.381
C 5.828 -19.152 -3.474
C 4.799 -18.222 -4.124
C 5.413 -16.932 -4.706
C 4.463 -16.454 -5.794
C 5.506 -15.883 -3.594
N 6.696 -17.241 -5.341
O 7.270 -16.061 -5.877
H 9.228 -18.212 -3.129
H 8.972 -16.614 -3.769
H 7.785 -17.240 -2.728
H 9.217 -17.487 -6.170
H 9.571 -18.993 -5.381
H 8.346 -18.955 -6.673
H 6.616 -19.863 -5.298
H 7.672 -20.152 -3.944
H 5.362 -20.062 -3.092
H 6.121 -18.605 -2.566
H 4.063 -17.951 -3.365
H 4.244 -18.787 -4.881
H 4.279 -17.236 -6.536
H 4.868 -15.601 -6.343
H 3.482 -16.179 -5.403
H 4.499 -15.513 -3.380
H 6.006 -14.978 -3.950
H 5.980 -16.252 -2.690
H 7.216 -16.224 -6.822
C 9.039 -13.282 -6.481
C 8.001 -12.663 -5.566
C 8.610 -11.851 -4.439
O 7.083 -11.814 -6.266
H 9.593 -12.526 -7.043
H 8.541 -13.938 -7.203
H 9.756 -13.897 -5.934
H 7.413 -13.490 -5.141
H 7.842 -11.515 -3.742
H 9.076 -10.959 -4.864
H 9.361 -12.435 -3.908
H 6.761 -12.392 -6.975
C 7.349 -11.795 -14.497
C 7.806 -11.759 -13.042
C 6.670 -11.669 -12.048
O 8.679 -12.847 -12.738
H 8.161 -11.602 -15.200
H 6.494 -11.165 -14.728
H 7.065 -12.837 -14.688
H 8.457 -10.885 -12.932
H 6.014 -10.829 -12.291
H 7.053 -11.462 -11.047
H 6.068 -12.577 -11.997
H 8.335 -13.701 -13.076
C 8.339 -22.190 -11.053
C 9.072 -21.015 -10.428
C 10.572 -21.106 -10.708
O 8.589 -19.779 -10.965
H 7.321 -22.253 -10.661
H 8.851 -23.140 -10.901
H 8.277 -22.039 -12.133
H 8.956 -20.983 -9.339
H 11.054 -20.190 -10.362
H 10.745 -21.217 -11.778
H 10.977 -21.949 -10.151
H 7.681 -19.720 -10.619
C 10.271 -15.626 -10.141
C 8.772 -15.521 -10.287
C 8.067 -16.379 -9.271
O 8.336 -14.160 -10.154
H 10.632 -15.399 -9.136
H 10.816 -15.004 -10.852
H 10.558 -16.663 -10.356
H 8.491 -15.862 -11.291
H 6.977 -16.304 -9.325
H 8.342 -16.065 -8.259
H 8.331 -17.425 -9.426
H 8.523 -13.728 -10.999
C 5.405 -15.228 -13.879
C 6.642 -15.679 -14.632
C 6.681 -15.258 -16.111
O 7.807 -15.196 -13.927
H 5.349 -15.757 -12.923
H 4.487 -15.461 -14.418
H 5.484 -14.170 -13.627
H 6.702 -16.771 -14.636
H 7.422 -14.481 -16.310
H 5.709 -14.915 -16.458
H 7.035 -16.095 -16.717
H 8.328 -15.996 -13.740
C 3.770 -13.428 -7.998
C 4.858 -13.962 -8.896
C 4.334 -14.221 -10.306
O 5.897 -12.981 -8.964
H 4.180 -13.209 -7.008
H 2.941 -14.126 -7.886
H 3.398 -12.467 -8.360
H 5.261 -14.896 -8.481
H 4.056 -13.254 -10.737
H 3.372 -14.744 -10.252
H 5.035 -14.714 -10.977
H 6.699 -13.448 -9.242
C 12.164 -13.403 -12.979
C 12.202 -11.902 -12.737
C 11.923 -11.098 -13.999
O 11.289 -11.560 -11.697
H 13.000 -13.662 -13.638
H 11.240 -13.786 -13.416
H 12.321 -13.918 -12.029
H 13.214 -11.646 -12.421
H 11.612 -10.084 -13.743
H 11.069 -11.531 -14.534
H 12.763 -11.044 -14.690
H 10.407 -11.824 -11.986
C 4.045 -19.149 -9.037
C 5.162 -19.298 -10.069
C 5.163 -18.147 -11.042
O 6.435 -19.225 -9.333
H 4.043 -18.141 -8.617
H 4.118 -19.872 -8.225
H 3.106 -19.262 -9.585
H 5.085 -20.272 -10.553
H 5.884 -18.355 -11.841
H 5.364 -17.181 -10.585
H 4.221 -18.033 -11.590
H 6.151 -19.193 -8.413
C 12.522 -12.702 -7.915
C 13.817 -12.820 -8.679
C 14.099 -14.264 -9.073
O 13.835 -12.007 -9.859
H 12.345 -11.677 -7.572
H 12.593 -13.258 -6.977
H 11.676 -13.033 -8.519
H 14.667 -12.489 -8.073
H 14.272 -14.931 -8.228
H 15.013 -14.279 -9.670
H 13.270 -14.694 -9.642
H 12.914 -11.795 -10.065
C 11.888 -18.016 -7.831
C 13.276 -18.143 -8.433
C 13.414 -17.866 -9.911
O 14.246 -17.327 -7.739
H 11.648 -16.965 -7.681
H 11.779 -18.651 -6.953
H 11.183 -18.461 -8.543
H 13.611 -19.182 -8.279
H 13.072 -16.846 -10.117
H 12.736 -18.511 -10.476
H 14.429 -17.994 -10.273
H 13.975 -17.375 -6.816
C 11.258 -17.490 -13.493
C 9.924 -17.944 -14.060
C 9.904 -19.431 -14.352
O 8.885 -17.599 -13.135
H 11.306 -16.407 -13.395
H 12.106 -17.827 -14.099
H 11.473 -17.959 -12.526
H 9.730 -17.353 -14.959
H 10.617 -19.711 -15.129
H 8.892 -19.754 -14.591
H 10.255 -19.973 -13.469
H 8.835 -18.269 -12.440
```

These are the Löwdin partial charges, in e, on atoms 1 to 2:
1 C -0.02
2 C -0.52

Computed values of energy above the lowest of the compared OMol25 structures with the same formula, charge and spin (unit: kJ/mol) for the preceding records, in sequence: 0.00; 0.00.
Computed values of calculated total energy (unit: hartree) for the preceding records, in sequence: -3175.45116; -2622.04926.